# 1
The following is a DFT calculation (ωB97M-V with the def2-TZVPD basis set) of 7 unconnected molecules or ions with the total composition C29H57O22P.

Structure (ORCA input):
```
! RIJCOSX wB97M-V def2-TZVPD def2/J DEFGRID3
* xyz 0 1
C 1.99219 1.52076 -3.31591
C 0.92908 0.87165 -2.74573
C 0.27178 -0.26686 -3.47952
C -0.76462 0.19539 -4.50041
O -0.45832 0.30011 -5.65106
O -2.05562 0.39023 -4.11135
C -2.29175 1.32056 -3.04831
P -2.13042 3.12075 -3.58807
O -1.30309 3.72873 -2.29247
O -1.02541 3.05605 -4.79787
H 2.90350 0.98563 -3.57535
H 2.00805 2.59524 -3.49609
H 0.60207 1.13918 -1.73926
H 1.04514 -0.75539 -4.07739
H -0.11097 -1.01502 -2.77599
H -1.70538 1.08019 -2.15288
H -3.34168 1.20605 -2.78041
H -0.55053 3.14060 -2.10964
H -0.11977 3.02985 -4.45372
C -1.61607 5.30391 1.88565
C -0.16093 4.91361 1.74508
O 0.25470 4.00925 2.78328
C -0.14474 2.75219 2.64320
O -0.76388 2.29673 1.71136
O 0.29056 2.05449 3.69278
C -0.12533 0.68933 3.67796
H -1.80279 5.71653 2.87805
H -1.87646 6.05199 1.13748
H -2.26954 4.44295 1.75250
H 0.47395 5.79072 1.85821
H 0.04508 4.47861 0.76705
H 0.15045 0.22281 2.73657
H -1.20193 0.62013 3.83190
H 0.38867 0.18974 4.49372
C -2.07446 -6.19247 0.54460
C -3.19208 -5.31409 0.02494
O -3.24129 -4.04717 0.70351
C -2.31464 -3.16520 0.33665
O -1.47813 -3.32066 -0.51554
O -2.47662 -2.06343 1.07361
C -1.50213 -1.04862 0.82255
H -2.16176 -6.32075 1.62428
H -2.11903 -7.17290 0.07026
H -1.09956 -5.75428 0.33625
H -4.15821 -5.77442 0.22233
H -3.11039 -5.15061 -1.04950
H -1.46345 -0.80810 -0.23880
H -0.52323 -1.37344 1.17388
H -1.80024 -0.16097 1.37318
C -5.33938 -0.38747 0.56861
C -6.14962 -1.38569 -0.22680
O -7.51121 -0.96123 -0.40288
C -7.69214 -0.00873 -1.31568
O -6.83955 0.48586 -2.00776
O -8.99018 0.29739 -1.34538
C -9.32377 1.35704 -2.24553
H -5.81374 -0.18460 1.53008
H -4.34011 -0.77939 0.74444
H -5.25102 0.56066 0.03837
H -6.21198 -2.33178 0.30786
H -5.70082 -1.58094 -1.20135
H -8.96033 1.14464 -3.24846
H -8.90668 2.29850 -1.89137
H -10.40805 1.41853 -2.25373
C 5.81214 0.37095 1.23123
C 4.64707 0.56992 0.28551
O 4.36344 -0.61600 -0.47105
C 3.72789 -1.58118 0.19350
O 3.35744 -1.53135 1.33883
O 3.56353 -2.61052 -0.63577
C 2.93928 -3.75455 -0.04473
H 6.69021 0.02598 0.68370
H 6.05561 1.30919 1.72984
H 5.57749 -0.37167 1.99217
H 4.89011 1.33260 -0.45222
H 3.75000 0.89340 0.81440
H 1.98881 -3.48858 0.41255
H 3.59970 -4.20441 0.69479
H 2.76038 -4.46586 -0.84555
C 1.72955 -10.96367 1.37946
C 1.43447 -9.77705 0.48796
O 2.04246 -8.57051 0.97736
C 3.35294 -8.46319 0.76430
O 4.04819 -9.25434 0.18301
O 3.76429 -7.31079 1.29983
C 5.17650 -7.10116 1.21008
H 1.42775 -10.75212 2.40611
H 1.18569 -11.84037 1.02784
H 2.79291 -11.19763 1.38279
H 0.36635 -9.56772 0.47840
H 1.75157 -9.95630 -0.53926
H 5.52208 -7.19578 0.18295
H 5.70389 -7.80906 1.84727
H 5.36767 -6.09030 1.55962
C 4.90557 8.71111 2.14640
C 4.01759 7.71042 1.43906
O 2.66694 8.18291 1.31199
C 2.46573 9.10445 0.37015
O 3.29466 9.54490 -0.38258
O 1.17678 9.44600 0.39756
C 0.82073 10.47878 -0.52600
H 4.48183 8.97605 3.11594
H 5.89774 8.28726 2.30161
H 5.00954 9.62479 1.56348
H 3.93985 6.79585 2.02440
H 4.40855 7.44968 0.45550
H 1.12237 10.21665 -1.53754
H 1.28086 11.42110 -0.23309
H -0.26029 10.56981 -0.47784
*
```

The calculation puts the total energy at -3135.8427 Ha. The HOMO energy is -8.75 eV. The LUMO energy is -0.24 eV.

=====

# 2
The following is a DFT calculation (ωB97M-V with the def2-TZVPD basis set) of a single C13H27NO3 molecule.

Structure (ORCA input):
```
! RIJCOSX wB97M-V def2-TZVPD def2/J DEFGRID3
* xyz 0 1
C -2.59864 1.90975 -1.51999
O -3.77750 1.31585 -1.02447
C -3.57246 0.06383 -0.40184
C -3.15781 -1.06277 -1.36150
C -1.66417 -1.44425 -1.33687
C -0.94515 -1.16100 -2.65721
C 0.48729 -1.68606 -2.77962
C 1.59739 -0.81673 -2.17375
C 1.38197 -0.30088 -0.75245
C 1.34963 -1.40699 0.29778
C 0.91415 -0.92839 1.68138
C 1.95638 -0.04492 2.37057
C 1.35136 0.68448 3.55509
O 2.26384 1.57260 4.20333
C 2.81964 2.62162 3.54404
N 2.04508 3.21132 2.55528
O 3.88623 3.04485 3.87766
H -2.43302 1.65939 -2.57278
H -1.71770 1.59563 -0.94650
H -2.69988 2.99145 -1.43315
H -2.82586 0.17577 0.39905
H -4.52340 -0.17525 0.07240
H -3.76415 -1.93942 -1.12970
H -3.43916 -0.74304 -2.36922
H -1.19033 -0.91442 -0.50866
H -1.55989 -2.51263 -1.12706
H -1.54232 -1.64693 -3.43563
H -0.96731 -0.09060 -2.88943
H 0.53537 -2.71110 -2.39926
H 0.71238 -1.76134 -3.84677
H 2.52660 -1.39612 -2.18105
H 1.76968 0.03851 -2.83358
H 2.19934 0.38873 -0.52204
H 0.46670 0.29894 -0.70380
H 2.34983 -1.84699 0.37600
H 0.68290 -2.21067 -0.02107
H -0.02985 -0.37738 1.59302
H 0.72467 -1.79928 2.31363
H 2.38068 0.66388 1.65648
H 2.76991 -0.67613 2.73549
H 1.08881 -0.03437 4.33041
H 0.42290 1.20212 3.28700
H 2.56219 3.47679 1.73214
H 1.16369 2.77212 2.34667
*
```

The calculation puts the total energy at -792.0035 Ha. The HOMO energy is -9.93 eV. The LUMO energy is 0.47 eV. The value obtained for the relative energy (zero: lowest compared OMol25 entry of this formula, charge and spin) is 4.0 kJ/mol.

=====

# 3
The following is a DFT calculation (ωB97M-V with the def2-TZVPD basis set) of a molecular structure, C3H6F8K3NO7PS2.

Structure (ORCA input):
```
! RIJCOSX wB97M-V def2-TZVPD def2/J DEFGRID3
* xyz 1 1
K -0.41647 -5.55187 0.47605
K -2.84496 -0.92206 3.15883
K 3.88803 -2.04248 0.15462
N 4.70702 -0.04007 -1.81357
S 5.97517 0.94939 -1.63889
O 6.05496 1.61224 -0.39256
O 6.30483 1.60814 -2.82445
F 7.07765 -0.20772 -1.56331
S 3.43157 0.96671 -1.60907
O 3.52205 2.22055 -2.23990
O 2.83700 0.87866 -0.31453
F 2.43572 0.11123 -2.51104
P 0.29061 -1.75737 1.19428
F 1.13848 -1.18248 -0.02371
F -0.41268 -0.33649 1.43081
F -0.87345 -2.21870 0.15855
F -0.60440 -2.39176 2.41038
F 1.01975 -3.23127 0.95116
F 1.46087 -1.44497 2.22780
C -2.23730 0.20945 -1.35836
O -2.78110 1.29149 -0.57964
C -3.65995 1.02445 0.35075
O -3.95518 -0.08831 0.77110
O -4.20343 2.16676 0.74662
C -5.26723 2.08502 1.68980
H -1.30015 -0.09307 -0.90566
H -2.00187 0.65916 -2.32072
H -2.95051 -0.59389 -1.50059
H -4.98394 1.52708 2.58471
H -6.18767 1.69008 1.26750
H -5.46343 3.10211 2.02304
*
```

The calculation puts the total energy at -4435.9589 Ha. The HOMO energy is -10.84 eV. The LUMO energy is -4.24 eV.

=====

# 4
The following is a DFT calculation (ωB97M-V with the def2-TZVPD basis set) of a single C3H4N2O molecule.

Structure (ORCA input):
```
! RIJCOSX wB97M-V def2-TZVPD def2/J DEFGRID3
* xyz 0 1
O 1.49327 -1.40251 0.04709
C 0.56736 -0.42299 0.01522
C -0.74746 -0.45427 0.40161
C -1.25115 0.78992 -0.04234
N -0.31131 1.55425 -0.56091
N 0.81313 0.78869 -0.52732
H 0.98410 -2.22407 -0.02301
H -0.97873 -0.98379 1.30819
H -2.28438 1.11366 -0.07271
H 1.71517 1.24112 -0.54581
*
```

The calculation puts the total energy at -301.4262 Ha. The HOMO energy is -8.90 eV. The LUMO energy is 0.67 eV. The value obtained for the relative energy (zero: lowest compared OMol25 entry of this formula, charge and spin) is 160.3 kJ/mol.

=====

# 5
The following is a DFT calculation (ωB97M-V with the def2-TZVPD basis set) of 2 unconnected molecules or ions with the total composition C7H11ClN5O4.

Structure (ORCA input):
```
! RIJCOSX wB97M-V def2-TZVPD def2/J DEFGRID3
* xyz -1 1
N -3.15847 -1.36534 -0.24227
C -3.14711 -0.30391 -1.21952
C -1.73254 -0.01659 -1.88140
N -0.66916 -0.42010 -1.00473
C 0.10059 -1.50067 -0.93040
N 0.92459 -1.37478 0.08044
C 0.69437 -0.24209 0.65913
N 1.32750 0.25529 1.72560
C 0.91634 1.54152 2.23498
C 1.58293 1.90973 3.53273
O 2.13341 2.96401 3.69045
Cl 1.48658 0.74798 4.87481
N -0.31684 0.39911 0.01793
H -2.76526 -2.22451 -0.59023
H -2.74460 -1.09523 0.63394
H -3.80678 -0.57682 -2.03643
H -3.43926 0.61371 -0.72041
H -1.63179 -0.50302 -2.84261
H -1.65008 1.05522 -2.03596
H 0.02460 -2.30769 -1.62831
H 2.06969 -0.29346 2.11976
H -0.16171 1.49296 2.43052
H 1.09580 2.29163 1.47006
H -0.76386 1.28427 0.14750
C 3.41037 -0.54930 -2.11743
O 2.86715 0.55410 -1.76242
O 2.75671 -1.43152 -2.84833
O 4.59685 -0.90450 -1.75740
*
```

The calculation puts the total energy at -1308.1659 Ha. The HOMO energy is -0.78 eV. The LUMO energy is 1.62 eV.